a:
{
  "formula": "C3H6ClP",
  "method": "the ωB97M-V functional and the def2-TZVPD basis",
  "elements": ["C", "C", "C", "P", "Cl", "H", "H", "H", "H", "H", "H"],
  "xyz": [[0.5610, -0.0551, 0.3483], [0.2269, -2.2323, 1.4746], [-0.3367, 2.1495, -1.0926], [-0.7949, 0.4720, -0.4779], [1.9432, 0.7369, 0.8696], [1.1556, -2.7140, 1.4529], [-0.0286, -1.7077, 2.3161], [-0.5699, -2.4535, 0.7480], [0.7269, 2.0376, -1.0629], [-0.5726, 2.1831, -2.1250], [-0.6891, 2.9682, -0.4095]],
  "lowdin_charge": [-1.007, 0.117, -0.393, 0.754, 0.546, -0.010, -0.038, 0.011, -0.036, 0.000, 0.055],
  "homo_ev": [-8.65, -8.65],
  "total_charge": 0,
  "e_lumo_ev": [-0.32, -0.32],
  "homo_lumo_gap_ev": [8.34, 8.33],
  "spin_multiplicity": 1
}

***

b:
{
  "formula": "C3H6ClP",
  "method": "the ωB97M-V functional and the def2-TZVPD basis",
  "elements": ["C", "C", "C", "P", "Cl", "H", "H", "H", "H", "H", "H"],
  "xyz": [[1.2192, -1.5079, -0.2980], [0.5509, -0.4287, -0.6081], [-0.5501, 0.1284, 0.2468], [-1.1408, 1.8315, -0.2906], [-1.9860, -0.9674, 0.1342], [2.0456, -1.7036, -0.9674], [1.1594, -2.0261, 0.7393], [0.7408, -0.0172, -1.6186], [-0.1686, 0.0910, 1.3592], [-0.1820, 2.5110, 0.3972], [-1.6883, 2.0890, 0.9060]],
  "lowdin_charge": [-0.031, -0.346, -0.999, 0.784, 0.494, 0.053, 0.108, 0.101, 0.107, -0.130, -0.142],
  "homo_ev": -10.07,
  "total_charge": 0,
  "e_lumo_ev": 0.91,
  "homo_lumo_gap_ev": 10.98,
  "spin_multiplicity": 1
}

***

Which structure loses on stability? a does.

***

a:
{
  "formula": "C5H12NO2",
  "method": "the ωB97M-V functional and the def2-TZVPD basis",
  "elements": ["O", "C", "C", "C", "C", "C", "N", "H", "H", "H", "H", "H", "H", "H", "H", "H", "H", "H", "H", "O"],
  "xyz": [[-1.0028, -1.7276, -0.3029], [-2.1152, -1.2461, -0.3659], [-2.2011, 0.2559, -0.7069], [-0.9145, 0.9588, -0.1408], [0.3790, 1.1897, -0.8872], [2.3886, -0.0001, -0.0956], [1.1955, 0.0161, -0.5658], [-2.9371, -1.9538, -0.4830], [-2.2747, 0.3500, -1.7910], [-3.0923, 0.6730, -0.2653], [-1.2606, 2.0059, 0.0698], [-0.7606, 0.4278, 0.8429], [0.1454, 1.5878, -1.9373], [1.0356, 2.0640, -0.7561], [2.8797, -0.8638, 0.2955], [2.9865, 0.9017, -0.0809], [0.6318, -0.8326, -0.6653], [1.0537, -1.2492, 3.1494], [2.3603, -1.4954, 2.3678], [1.5029, -1.0621, 2.3185]],
  "lowdin_charge": [0.020, -0.175, -0.109, -0.174, -0.143, 0.178, 0.054, 0.134, 0.126, 0.110, 0.136, 0.132, 0.168, 0.131, 0.104, 0.127, 0.131, 0.060, 0.044, -0.054],
  "homo_ev": -13.94,
  "total_charge": 1,
  "e_lumo_ev": -4.39,
  "homo_lumo_gap_ev": 9.55,
  "spin_multiplicity": 1
}

***

b:
{
  "formula": "C5H12NO2",
  "method": "the ωB97M-V functional and the def2-TZVPD basis",
  "elements": ["O", "C", "C", "N", "C", "C", "C", "H", "H", "H", "H", "H", "H", "H", "H", "H", "H", "H", "H", "O"],
  "xyz": [[-0.7695, -0.5996, -2.5936], [-0.2587, -1.3107, -1.7819], [0.4881, -0.7438, -0.5692], [-0.0140, 0.6618, -0.4138], [-1.1431, 0.6087, 0.6355], [-1.2476, -0.8520, 1.0348], [0.1231, -1.4596, 0.6942], [-0.2504, -2.4137, -1.8605], [1.5024, -0.6402, -0.9491], [0.7715, 1.2016, -0.0300], [-0.2802, 1.0030, -1.3398], [-0.8419, 1.2709, 1.4239], [-2.0128, 0.9676, 0.0977], [-2.0397, -1.3422, 0.4898], [-1.4911, -0.9266, 2.0685], [0.0923, -2.5339, 0.5158], [0.7798, -1.3579, 1.5588], [1.8316, 3.2228, -0.2308], [2.7718, 2.7506, 0.8725], [1.9884, 2.4931, 0.3772]],
  "lowdin_charge": [0.113, -0.174, -0.219, 0.092, -0.048, -0.128, -0.112, 0.153, 0.174, 0.106, 0.163, 0.129, 0.136, 0.123, 0.117, 0.129, 0.133, 0.070, 0.075, -0.032],
  "homo_ev": -14.63,
  "total_charge": 1,
  "e_lumo_ev": -3.22,
  "homo_lumo_gap_ev": 11.40,
  "spin_multiplicity": 1
}

***

c:
{
  "formula": "C5H12NO2",
  "method": "the ωB97M-V functional and the def2-TZVPD basis",
  "elements": ["O", "C", "C", "C", "C", "C", "N", "H", "H", "H", "H", "H", "H", "H", "H", "H", "H", "H", "H", "O"],
  "xyz": [[0.8717, 1.6845, 1.5124], [-0.3264, 1.7240, 1.2673], [-0.8228, 1.9558, -0.1630], [-1.3988, 0.6740, -0.8488], [-0.8419, -0.6324, -0.4969], [-1.7084, -1.6382, -0.5843], [0.5453, -0.7273, -0.0313], [-1.0477, 1.7311, 2.1137], [0.0747, 2.1241, -0.9282], [-1.3977, 2.8246, -0.2109], [-2.4747, 0.5676, -0.8063], [-1.1961, 0.7503, -1.9239], [-1.4802, -2.7201, -0.2708], [-2.6952, -1.7088, -0.9893], [1.1096, -0.0062, -0.6748], [0.9883, -1.5890, -0.1154], [0.6947, -0.3561, 0.9413], [3.1471, -2.2039, 0.5011], [3.2421, -2.0360, -1.0835], [2.6043, -2.2827, -0.4349]],
  "lowdin_charge": [0.031, -0.223, -0.098, -0.168, -0.326, 0.112, 0.224, 0.146, 0.160, 0.097, 0.121, 0.134, 0.114, 0.084, 0.234, 0.062, 0.161, 0.177, 0.040, -0.083],
  "homo_ev": -14.01,
  "total_charge": 1,
  "e_lumo_ev": -3.42,
  "homo_lumo_gap_ev": 10.60,
  "spin_multiplicity": 1
}

***

d:
{
  "formula": "C5H12NO2",
  "method": "the ωB97M-V functional and the def2-TZVPD basis",
  "elements": ["O", "C", "C", "C", "C", "C", "N", "H", "H", "H", "H", "H", "H", "H", "H", "H", "H", "H", "H", "O"],
  "xyz": [[1.8143, 0.4326, -0.1745], [1.5523, 1.0128, 0.8554], [0.2505, 0.8237, 1.5766], [-0.9046, 0.4993, 0.6411], [-0.9251, -0.9568, 0.2699], [-1.6120, -1.9401, 0.7900], [0.0159, -1.3198, -0.8497], [2.2892, 1.6820, 1.3123], [-0.0122, 1.7089, 2.1395], [0.3447, 0.0297, 2.3001], [-1.8796, 0.8190, 1.0192], [-0.7977, 1.0107, -0.3197], [-1.4752, -2.9926, 0.5372], [-2.3213, -1.8033, 1.6071], [0.8218, -0.6827, -0.8150], [-0.3698, -1.3721, -1.7762], [0.4207, -2.2317, -0.6308], [0.6204, 1.4214, -2.7177], [-0.8685, 1.7370, -2.7535], [-0.2102, 1.2010, -2.2911]],
  "lowdin_charge": [0.042, -0.162, -0.115, -0.137, -0.276, 0.110, 0.225, 0.142, 0.125, 0.133, 0.139, 0.091, 0.089, 0.097, 0.075, 0.157, 0.170, 0.063, 0.074, -0.041],
  "homo_ev": -14.46,
  "total_charge": 1,
  "e_lumo_ev": -3.02,
  "homo_lumo_gap_ev": 11.44,
  "spin_multiplicity": 1
}

***

Which structure loses on stability? c does.

***

a:
{
  "formula": "C5H9NS2",
  "method": "the ωB97M-V functional and the def2-TZVPD basis",
  "elements": ["N", "C", "C", "S", "C", "C", "C", "S", "H", "H", "H", "H", "H", "H", "H", "H", "H"],
  "xyz": [[-0.3701, -0.2561, -1.8445], [-0.2314, -0.2767, -0.3899], [-1.2996, -0.9996, 0.3290], [-0.8724, -0.8202, 2.0826], [0.5741, 0.1258, 1.4971], [1.1098, -0.7151, 0.2728], [-0.0242, 1.1258, 0.4126], [1.1039, 2.3827, -0.2260], [-0.1368, -1.2130, -2.1173], [0.2317, 0.2791, -2.3514], [-1.3352, -2.0515, -0.0536], [-2.3095, -0.6103, 0.1162], [1.1503, 0.5675, 2.3083], [1.2266, -1.7764, 0.4425], [2.0228, -0.2596, -0.2018], [-0.9903, 1.5173, 0.6585], [0.1502, 2.9804, -0.9351]],
  "lowdin_charge": [0.102, -0.598, -0.435, 0.883, -0.524, -0.146, -0.597, 0.762, 0.089, 0.020, 0.103, 0.093, 0.098, 0.097, 0.112, 0.080, -0.139],
  "homo_ev": -8.55,
  "total_charge": 0,
  "e_lumo_ev": 0.76,
  "homo_lumo_gap_ev": 9.31,
  "spin_multiplicity": 1
}

***

b:
{
  "formula": "C5H9NS2",
  "method": "the ωB97M-V functional and the def2-TZVPD basis",
  "elements": ["C", "C", "N", "S", "C", "C", "C", "S", "H", "H", "H", "H", "H", "H", "H", "H", "H"],
  "xyz": [[-0.8914, 1.9092, 0.3306], [-0.2129, 0.7446, 1.0056], [1.2036, 0.8167, 0.8604], [1.9468, -0.6950, 0.8469], [0.5750, -1.4731, 0.0359], [0.5541, -1.3913, -1.5246], [-0.6395, -0.6170, 0.5963], [-2.1556, -1.1249, 0.6336], [-0.8379, 1.7215, -0.6851], [-0.3796, 2.7481, 0.6928], [-1.9383, 2.1873, 0.4443], [-0.3442, 0.6597, 2.0547], [1.3738, 1.3588, 0.0478], [0.3846, -2.5588, 0.4166], [0.7258, -0.4410, -1.8133], [-0.5703, -1.6377, -1.8793], [1.2061, -2.2070, -2.0631]],
  "lowdin_charge": [-0.030, -0.527, -0.357, 0.911, -0.645, -0.117, -0.780, 0.770, 0.062, 0.072, 0.092, 0.131, 0.057, 0.130, 0.006, 0.112, 0.112],
  "homo_ev": -8.61,
  "total_charge": 0,
  "e_lumo_ev": -0.21,
  "homo_lumo_gap_ev": 8.40,
  "spin_multiplicity": 1
}

***

Which structure loses on stability? b does.